Entry 1:
Entry from the Open Molecules 2025 dataset: a molecular structure, C25H37N11O5SSbSr (wB97M-V/def2-TZVPD).

The geometry in ORCA input format:
```
! RIJCOSX wB97M-V def2-TZVPD def2/J DEFGRID3
* xyz -1 1
Sr -0.92905 0.37732 -0.04855
O -2.88760 1.00216 1.21821
N -3.27563 2.10845 0.72931
C -4.55421 2.39702 0.87756
C -4.98039 3.65954 0.37574
N -5.31026 4.68368 -0.03443
C -5.46891 1.46511 1.42790
N -6.19494 0.66880 1.83674
C -1.63402 5.67040 -1.19342
C -0.32843 5.07602 -1.72001
C -0.45977 4.67825 -3.18750
Sb 0.23450 3.38143 -0.50406
C 2.33462 3.23279 -0.97973
C 3.00222 4.58668 -1.19480
C 2.58350 2.29165 -2.15371
C 0.32757 4.43824 1.38189
C 1.52934 4.03009 2.22280
C -0.96761 4.21799 2.16241
H -1.94843 6.51976 -1.80949
H -1.54292 6.02559 -0.16508
H -2.44785 4.93717 -1.21429
H 0.47354 5.81283 -1.62403
H -1.21844 3.90180 -3.31811
H 0.47807 4.29766 -3.60022
H -0.76679 5.53661 -3.79477
H 2.72942 2.75728 -0.07732
H 2.66028 5.04987 -2.12415
H 4.08965 4.47702 -1.26816
H 2.79432 5.28842 -0.38334
H 2.18997 2.69841 -3.08996
H 2.12857 1.31095 -1.98786
H 3.65737 2.13015 -2.29625
H 0.40801 5.49317 1.10323
H 1.47340 2.96820 2.46192
H 1.53580 4.59450 3.16134
H 2.48297 4.21153 1.72142
H -1.09023 3.16034 2.41100
H -1.85675 4.52808 1.60910
H -0.93904 4.77803 3.10237
O 2.34451 -9.79503 2.51322
S 1.05832 -9.24764 2.12829
O 0.48453 -8.30713 3.06914
O 0.12105 -10.19855 1.55364
C 1.46198 -8.22945 0.66509
N 2.12302 -8.83159 -0.32831
C 2.39948 -8.09429 -1.38780
C 2.02858 -6.75933 -1.50031
C 1.33733 -6.23270 -0.42228
N 1.06561 -6.96332 0.65554
C 0.85847 -4.82900 -0.37235
C 0.71337 -4.04389 -1.51340
C 0.23776 -2.75490 -1.38364
N -0.08920 -2.20336 -0.21256
C 0.05930 -2.95627 0.88150
C 0.51348 -4.26237 0.85080
H 2.95102 -8.58062 -2.18775
H 2.28952 -6.17913 -2.37467
H 0.94602 -4.42778 -2.49740
H 0.10142 -2.13590 -2.26644
H -0.20181 -2.49213 1.82580
H 0.59175 -4.85403 1.75332
N -6.32386 -1.30245 -0.67660
N -4.96377 -1.54592 -0.76199
N -4.46225 -2.75644 -0.66481
C -3.17842 -2.52557 -0.87069
N -2.93198 -1.22310 -1.08271
N -4.10178 -0.60720 -1.00635
H -6.72615 -2.14082 -0.27076
H -6.46052 -0.55411 0.00675
H -2.42823 -3.29862 -0.86859
C 2.93038 0.62747 2.59799
C 2.09472 -0.13811 1.57135
C 2.99918 -0.58375 0.42043
O 1.02005 0.61758 1.12025
H 3.78442 0.03961 2.94732
H 2.31975 0.89772 3.46188
H 3.31122 1.54769 2.14559
H 1.73084 -1.05290 2.07543
H 3.46922 0.29257 -0.04125
H 2.41780 -1.10142 -0.34680
H 3.79201 -1.25680 0.76037
*
```

- E: -2622.52018 a.u.
- ΔE to the lowest compared entry with this formula, charge and spin: 8.0 kcal/mol
- Kohn-Sham gap: 6.97 eV
- HOMO energy: -5.64 eV

Atom charges from the Mulliken analysis, given in e for atoms 1 to 8: 1.505, -0.895, 0.498, 0.539, -0.058, -0.547, 0.251, -0.687

Entry 2:
Entry from the Open Molecules 2025 dataset: 9 unconnected molecules or ions with the total composition C17H38N9O17 in a non-equilibrium geometry (wB97M-V/def2-TZVPD).

The geometry in ORCA input format:
```
! RIJCOSX wB97M-V def2-TZVPD def2/J DEFGRID3
* xyz 1 1
C -1.05046 2.08393 -2.07380
C -0.25085 0.73795 -1.64966
O 0.45764 0.84777 -0.38908
C -0.43352 1.02129 0.72013
C -0.39006 -0.22107 1.76285
C 0.11254 -1.63569 1.41921
C 0.04075 -2.73015 2.54656
C -0.54809 -2.32861 3.93468
C -0.73213 -3.33902 5.17285
C -0.99168 -0.87036 4.16085
N -0.89853 0.08628 3.09228
H -0.93088 2.90006 -1.27336
H -2.18161 1.78194 -2.05318
H -0.78748 2.45910 -3.11787
H -0.91106 -0.20826 -1.73213
H 0.55696 0.59837 -2.46506
H -1.53240 1.15630 0.44273
H -0.03731 1.92574 1.32464
H 0.51712 -1.88188 0.38365
H 0.36819 -3.81335 2.38445
H -1.30857 -2.77723 5.99702
H 0.28940 -3.71157 5.51722
H -1.39087 -4.22321 4.87098
H -1.40981 -0.49788 5.16624
H -1.22021 1.05277 3.29724
C -6.20323 0.56381 -1.94195
N -4.74830 0.78012 -2.16001
O -4.41955 1.42297 -3.14951
O -3.98573 0.29515 -1.32720
H -6.75061 1.04036 -2.74458
H -6.37800 -0.51204 -1.94115
H -6.46094 1.00704 -0.98272
C 3.84767 0.51979 -3.58787
N 3.45397 0.04085 -4.93821
O 3.99893 0.55893 -5.89849
O 2.60954 -0.84064 -4.98615
H 4.60098 1.29820 -3.69602
H 2.95334 0.91336 -3.10539
H 4.24978 -0.33077 -3.04207
C -2.58381 5.25200 -4.54697
N -1.53944 6.09009 -3.90127
O -1.72019 7.29508 -3.88264
O -0.57368 5.50566 -3.43544
H -3.37718 5.90082 -4.91334
H -2.11258 4.71624 -5.37009
H -2.96529 4.56353 -3.79351
C 1.71092 -3.41052 8.77346
N 0.29697 -2.97491 8.63207
O 0.09702 -1.81187 8.31151
O -0.56124 -3.81312 8.84631
H 2.36187 -2.56616 8.55398
H 1.84976 -3.74770 9.79988
H 1.87777 -4.22115 8.06428
C 7.27830 -2.12739 -3.35557
N 6.96753 -1.53501 -2.02814
O 7.53849 -2.00172 -1.05855
O 6.15865 -0.61928 -2.00818
H 8.00712 -2.92457 -3.22193
H 6.34847 -2.51951 -3.76635
H 7.68446 -1.33416 -3.98226
C 5.17386 4.85966 -3.63914
N 6.43669 4.08935 -3.49269
O 6.39124 3.05188 -2.84849
O 7.42781 4.55189 -4.02838
H 4.37870 4.33305 -3.11451
H 5.33731 5.84440 -3.20325
H 4.95341 4.92972 -4.70364
C -10.15116 2.88986 -1.99821
N -8.89020 2.11667 -1.85176
O -8.93870 1.08014 -1.20870
O -7.89321 2.57833 -2.38891
H -10.94748 2.36463 -1.47408
H -9.98537 3.87405 -1.56174
H -10.37105 2.96090 -3.06278
C 1.41783 -6.93578 4.14087
N 2.16710 -6.88840 5.42337
O 1.82911 -6.04541 6.24247
O 3.06512 -7.69588 5.56380
H 0.65031 -6.16366 4.15437
H 2.13121 -6.75740 3.33699
H 0.96862 -7.92473 4.05901
*
```

- E: -2441.27423 a.u.
- Kohn-Sham gap: 8.08 eV
- HOMO energy: -12.52 eV

Atom charges from the Mulliken analysis, given in e for atoms 1 to 8: -0.439, -0.007, -0.329, -0.435, 0.110, -0.426, -0.297, 0.608

Entry 3:
Entry from the Open Molecules 2025 dataset: a single C2H5B molecule in a non-equilibrium geometry (wB97M-V/def2-TZVPD).

The geometry in ORCA input format:
```
! RIJCOSX wB97M-V def2-TZVPD def2/J DEFGRID3
* xyz 0 1
B 1.09826 -0.01430 -0.05250
C -0.19876 0.75973 -0.03365
C -0.22750 -0.76334 0.05612
H 2.25259 0.22895 0.14096
H -0.37451 1.11700 1.02258
H -0.64576 1.37144 -0.82631
H -0.19384 -1.38449 -0.90159
H -0.90085 -1.31877 0.75084
*
```

- E: -103.95688 a.u.
- ΔE to the lowest compared entry with this formula, charge and spin: 22.3 kcal/mol
- Kohn-Sham gap: 10.29 eV
- HOMO energy: -9.75 eV
- SMILES string: B1CC1

Charges computed using Mulliken, reported in e: 0.069, -0.493, -0.463, -0.034, 0.210, 0.268, 0.161, 0.282

Entry 4:
Entry from the Open Molecules 2025 dataset: 3 unconnected molecules or ions with the total composition C29H54F8N3O7 in a non-equilibrium geometry (wB97M-V/def2-TZVPD).

The geometry in ORCA input format:
```
! RIJCOSX wB97M-V def2-TZVPD def2/J DEFGRID3
* xyz -1 1
C -5.27574 0.03978 5.48342
C -5.17403 -1.25263 4.68667
O -4.23834 -1.15828 3.61777
C -2.93418 -1.19865 3.97923
O -2.54796 -1.81774 4.94048
C -2.03253 -0.43429 3.05706
C -1.96945 1.03920 3.51093
C -3.13689 1.93510 3.00225
C -2.57411 3.30974 2.61984
C -2.16697 3.26758 1.12961
C -0.80652 2.64625 0.87185
O -0.63579 2.31875 -0.55137
C -1.17704 1.07618 -0.86793
C -1.98591 1.17859 -2.16871
F -1.50019 2.17443 -2.94683
F -3.29352 1.47953 -1.93369
C -1.97816 -0.10834 -3.03030
F -0.68968 -0.48865 -3.20456
F -2.45764 0.19933 -4.26272
C -2.78297 -1.31064 -2.44135
F -1.98256 -2.40830 -2.48322
F -3.11787 -1.11196 -1.15506
C -4.03403 -1.66842 -3.25797
F -4.64160 -2.72068 -2.65771
F -4.89668 -0.63423 -3.28813
N -3.59147 4.41480 2.81360
C -4.82702 4.05521 2.80146
C -5.74584 4.60924 3.87866
C -5.50251 3.16246 1.76940
H -5.72435 0.81010 4.85573
H -4.27208 0.39987 5.71812
H -5.83720 -0.10393 6.40354
H -4.96536 -2.08953 5.35332
H -6.13660 -1.45523 4.21642
H -1.05154 -0.90489 3.13297
H -2.41966 -0.55050 2.04145
H -2.01764 1.03111 4.60516
H -1.01111 1.49835 3.28674
H -3.57004 1.38928 2.13631
H -3.84794 1.99869 3.82521
H -2.90767 2.74053 0.50385
H -2.10487 4.31194 0.81179
H 0.00309 3.34260 1.07321
H -0.65089 1.70956 1.40447
H -0.39816 0.31218 -0.97444
H -1.89004 0.75345 -0.10384
H -3.75809 -1.96325 -4.27118
H -6.79155 4.58316 3.55368
H -5.49365 5.66399 4.01432
H -5.61786 4.05294 4.80679
H -4.96652 3.21295 0.82615
H -6.52120 3.51659 1.61436
H -5.51659 2.10989 2.08504
C 2.54939 -0.31997 2.80954
O 1.82017 -1.50611 2.55740
C 1.69883 -1.82740 1.17783
C 2.47320 -3.08444 0.84770
N 3.91061 -2.85479 0.92769
C 4.71961 -4.06620 0.85658
C 4.57475 -5.09026 1.97771
O 5.04629 -4.64804 3.23585
C 4.11722 -3.90739 4.00876
H 2.45339 -0.09958 3.87122
H 3.61376 -0.43745 2.57319
H 2.14542 0.52264 2.24097
H 2.01271 -0.99140 0.54575
H 0.63801 -2.01413 0.98260
H 2.21936 -3.40716 -0.16650
H 2.14006 -3.86402 1.54651
H 4.11690 -2.38085 1.79736
H 5.76564 -3.74902 0.83582
H 4.51827 -4.56140 -0.09910
H 5.20072 -5.94769 1.71380
H 3.55044 -5.47219 2.06475
H 3.08885 -4.22986 3.82916
H 4.19863 -2.83401 3.81868
H 4.35599 -4.07463 5.05923
C 1.39283 1.70962 -4.48244
O 2.69153 2.27569 -4.55029
C 3.53092 1.91449 -3.46203
C 4.66268 1.02388 -3.92797
N 4.17099 -0.29227 -4.31479
C 5.15333 -1.12943 -4.99359
C 5.67798 -0.66225 -6.34736
O 4.71164 -0.66749 -7.38085
C 3.90714 0.49498 -7.46879
H 0.79566 2.15786 -5.27487
H 1.41828 0.62511 -4.63801
H 0.91810 1.92697 -3.52401
H 2.95968 1.43821 -2.66043
H 3.95802 2.83922 -3.06293
H 5.38780 0.90828 -3.11664
H 5.16224 1.54015 -4.76005
H 3.37119 -0.17603 -4.92323
H 4.68880 -2.10769 -5.14228
H 6.00384 -1.28028 -4.32064
H 6.44588 -1.37584 -6.65973
H 6.17172 0.31547 -6.28912
H 4.44951 1.38994 -7.15371
H 2.99237 0.39951 -6.87816
H 3.61439 0.61405 -8.51244
*
```

- E: -2627.07898 a.u.
- Kohn-Sham gap: 4.13 eV
- HOMO energy: -1.93 eV

Atom charges from the Mulliken analysis, given in e for atoms 1 to 8: -0.872, -0.353, -0.325, -0.215, -0.669, 1.214, -1.505, 0.203

> Which of these has the lowest E?

C29H54F8N3O7

> Among the records above, which one has the highest E?

C2H5B

> What is the formula in the first record?

C25H37N11O5SSbSr

> Look up the Kohn-Sham gap of the second one.

8.08 eV